Entry 1:
# C5H12NO

A cluster of 3 separate species, C5H12NO in total (ωB97M-V/def2-TZVPD, the OMol25 dataset).

Results
Energy = -327.02913 hartree
Gap between HOMO and LUMO = 4.771 eV
HOMO = -0.4909 hartree
Net charge = +1
Energy relative to the best compared isomer or geometry (same formula, charge and spin) = 1130.2 kJ/mol

Geometry as XYZ:
```
19
Properties=species:S:1:pos:R:3:forces:R:3
O 0.016850 1.529841 -0.051312 -3.081 -2.308 6.703
C -0.458098 0.996259 1.075186 3.444 3.536 -4.453
C 0.202239 -0.562759 1.293784 3.948 -0.530 0.151
C 0.839059 -1.078842 -0.003520 0.633 2.999 -0.759
C -0.064471 -1.027127 -1.311783 -1.674 -1.675 0.378
C 0.489647 -0.247483 -2.446715 1.279 1.583 -1.691
N 0.660354 0.526767 2.124481 -2.774 -0.992 -1.786
H -1.385117 1.023255 1.584784 -1.465 0.397 -0.380
H -0.498176 -1.237860 1.813570 -0.438 0.955 -0.074
H 1.304171 -0.083901 -0.466293 1.180 -2.511 2.035
H 1.320956 -2.089412 0.117614 -0.098 1.345 -0.073
H -1.011124 -0.626387 -0.983994 -0.526 0.233 -0.228
H -0.300731 -2.024217 -1.677867 0.119 -0.254 0.333
H 1.553398 -0.419045 -2.681420 -0.340 -0.738 0.152
H -0.049579 -0.295984 -3.421568 0.042 -0.550 0.912
H 0.539121 0.831868 -2.298461 -0.416 0.234 0.538
H 1.343534 1.305507 2.346406 0.162 -1.723 -1.758
H -7.437637 -0.849551 -0.187163 3.469 2.510 -0.165
H -6.186346 0.059350 -0.248198 -3.464 -2.507 0.165
```
Positions in Å, forces in eV/Å.

=====

Entry 2:
# C5H12NO

A cluster of 2 separate species, C5H12NO in total (ωB97M-V/def2-TZVPD, the OMol25 dataset).

Results
Energy = -327.38122 hartree
Gap between HOMO and LUMO = 8.953 eV
HOMO = -0.5311 hartree
Net charge = +1
Energy relative to the best compared isomer or geometry (same formula, charge and spin) = 205.8 kJ/mol

Geometry as XYZ:
```
19
Properties=species:S:1:pos:R:3:forces:R:3
C -1.521002 -1.159074 -1.550803 -0.872 1.667 -0.032
C -2.112888 -0.428546 -0.297544 -1.177 0.113 0.602
C -1.146549 0.609982 0.231099 1.671 -0.096 -1.951
C -0.041841 0.363273 0.947202 -0.209 -3.515 -0.093
N 0.966367 1.317570 1.177419 0.594 -0.357 1.241
C 2.043016 1.154278 1.871778 -1.025 1.357 0.138
H -2.108703 -2.006527 -1.840517 -0.124 -0.817 0.433
H -1.584118 -0.558267 -2.475897 0.414 0.237 0.603
H -0.504354 -1.379063 -1.301028 0.597 -0.630 -0.283
H -3.038658 0.162436 -0.552990 0.719 -0.960 0.177
H -2.390368 -1.194730 0.488113 0.388 0.930 -0.779
H -1.052799 1.493517 -0.436123 -0.699 0.105 0.961
H 0.205293 -0.758779 1.249779 -0.454 2.774 -0.061
H 0.753887 2.281501 0.945953 -0.218 0.081 -0.264
H 2.366238 0.224625 2.298809 -0.125 -0.481 -0.232
H 2.491253 2.087092 2.213628 0.529 -0.361 -0.480
H 1.544881 -0.471434 -1.240678 -0.097 0.172 -0.373
H 2.633320 -1.290716 -0.624632 0.292 0.540 -0.506
O 2.497032 -0.447142 -1.103559 -0.204 -0.758 0.900
```
Positions in Å, forces in eV/Å.

=====

Entry 3:
# C5H12NO

The ion C5H12NO with charge +2 (ωB97M-V/def2-TZVPD, the OMol25 dataset).

Results
Energy = -326.91538 hartree
Gap between HOMO and LUMO (spin up / spin down) = 12.556 / 7.235 eV
HOMO (spin up / spin down) = -0.7666 / -0.7659 hartree
Net charge = +2
Multiplicity = 2
Energy relative to the best compared isomer or geometry (same formula, charge and spin) = 177.6 kJ/mol

Geometry as XYZ:
```
19
Properties=species:S:1:pos:R:3:forces:R:3
C -1.594468 0.164943 1.478838 -0.173 1.934 0.815
O -2.225124 1.434964 1.269821 0.003 -0.762 0.032
C -1.435818 -0.627689 0.193284 1.067 -0.327 -1.521
C -0.497894 0.049142 -0.856295 -0.282 0.272 -0.067
C 0.896781 0.517739 -0.428929 -0.533 -0.581 0.387
C 3.124440 -0.409785 -0.804786 -0.352 -0.365 0.295
N 1.906493 -0.577067 -0.476122 -0.369 0.642 -0.758
H -0.679200 0.462593 1.984938 0.105 -0.394 -0.057
H -2.307045 -0.294164 2.199574 0.014 -0.533 -0.170
H -3.177028 1.347536 1.007576 0.068 0.047 -0.136
H -2.376283 -0.797473 -0.295186 -0.655 -0.064 -0.090
H -1.034122 -1.618073 0.385844 -0.169 -0.144 0.774
H -0.427544 -0.585065 -1.742532 0.067 -0.465 0.212
H -1.012168 0.896486 -1.295328 -0.061 0.488 0.229
H 1.178509 1.356677 -1.048111 0.512 -0.008 -0.185
H 0.902408 0.837971 0.602601 0.004 0.355 0.295
H 3.798904 -1.256070 -0.847521 0.067 0.004 -0.031
H 3.436944 0.597223 -1.007714 0.373 0.283 -0.159
H 1.522216 -1.499888 -0.319953 0.316 -0.383 0.136
```
Positions in Å, forces in eV/Å.

=====

| no. | maximum force (Eh/bohr) |
| --- | --- |
| 1 | 0.1503 |
| 2 | 0.0685 |
| 3 | 0.0410 |